Entry 1:
Entry from the OMol25 dataset: the molecule C4H7NO2 in a non-equilibrium geometry (ωB97M-V/def2-TZVPD).

Structure (XYZ):
```
14
Properties=species:S:1:pos:R:3:mulliken_charge:R:1
C 0.00169 1.67285 0.52784 -1.32
C -0.08733 0.21861 0.15139 1.25
C 1.18904 -0.40322 -0.41392 0.29
N 0.99916 -1.31868 -1.42820 -0.53
O 2.27803 -0.02866 -0.01835 -0.56
C -1.01300 -0.70319 0.81860 -0.67
O -1.28787 -0.20984 -0.49207 -0.57
H -0.93263 1.99979 0.99176 0.39
H 0.82942 1.82271 1.22480 0.30
H 0.18765 2.28619 -0.35946 0.30
H 0.44265 -2.07374 -1.89343 0.33
H -0.24068 -1.29315 -1.59028 0.20
H -0.77097 -1.76516 0.86964 0.30
H -1.66894 -0.32525 1.60032 0.29
```

Computed properties:
max |F|	4.08	eV/A
SMILES	C[C@@]1(C(N)=O)CO1
total charge	0
energy	-361.71579	Eh

Entry 2:
Entry from the OMol25 dataset: a cluster of 4 separate species, C24H65Cl2IN9O11P5S in total in a non-equilibrium geometry (ωB97M-V/def2-TZVPD).

Structure (XYZ):
```
118
Properties=species:S:1:pos:R:3:mulliken_charge:R:1
O -1.34675 -0.16924 -2.69692 -0.44
P -1.79400 -1.35374 -1.87680 0.60
O -2.85485 -2.25222 -2.80205 -0.43
O -2.76184 -0.73136 -0.63475 -0.56
C -0.46099 -2.34752 -1.03557 1.13
C -1.18089 -3.60767 -0.33964 -1.25
C -1.60067 -3.33441 1.14758 -0.79
O -0.52988 -3.61896 2.07350 -0.47
O -0.02195 -1.54851 0.12877 -0.12
S 0.80950 -0.19249 -0.29500 0.94
O 1.82868 0.03614 0.77834 -0.70
O -0.07001 1.02069 -0.29351 -0.50
C 1.75683 -0.32153 -1.87275 -0.62
Cl 1.77837 1.25466 -2.78421 -0.15
C 1.36888 -1.53625 -2.81379 -0.30
Cl 2.91647 -2.14329 -3.58397 -0.14
C 0.83494 -2.70130 -1.84030 -0.84
P 0.90493 -4.31388 -2.82534 0.36
O 1.39327 -5.46759 -1.63611 -0.53
I -1.28367 -5.11199 -3.56448 -0.08
H -3.66859 -1.75110 -2.96712 0.33
H -2.20224 -0.24254 -0.00754 0.35
H -2.08391 -3.83457 -0.96483 0.44
H -0.53900 -4.52008 -0.33756 0.47
H -2.39739 -4.09930 1.38442 0.46
H -2.07910 -2.34182 1.32148 0.33
H -0.58442 -2.88686 2.70706 0.21
H 2.82907 -0.49105 -1.58371 0.74
H 0.65814 -1.27871 -3.63086 0.53
H 1.66067 -2.79418 -1.06869 0.45
H 1.81999 -4.94774 -0.93627 0.39
C 4.50005 -4.40724 4.56418 -0.80
N 3.48773 -3.39267 4.32099 0.18
C 3.98243 -2.49011 3.27880 -1.26
P 2.46093 -2.63809 5.49567 0.85
O 1.32625 -2.32742 4.50937 -0.68
N 1.54505 -3.84111 6.35140 0.19
C 1.68523 -5.25982 6.07986 -1.13
C 0.12519 -3.53115 6.53116 -1.03
N 3.73684 -2.75688 6.73125 -0.06
C 3.37172 -3.01322 8.13566 -0.92
C 4.52051 -1.49651 6.74341 -1.07
H 5.39189 -4.00822 5.06427 0.28
H 4.82937 -4.84154 3.61522 0.36
H 4.13290 -5.24617 5.14565 0.15
H 4.87719 -1.94409 3.60505 0.29
H 3.22688 -1.75672 2.99451 0.40
H 4.23517 -3.04519 2.37026 0.36
H 1.56375 -5.49092 5.01452 0.26
H 0.94748 -5.84392 6.63664 0.44
H 2.64847 -5.63274 6.43375 0.29
H -0.46380 -3.77530 5.64050 0.24
H -0.01694 -2.47212 6.75574 0.33
H -0.28408 -4.09022 7.37788 0.37
H 2.58999 -2.33514 8.48710 0.33
H 4.24468 -2.89348 8.78474 0.37
H 3.04568 -4.04014 8.28740 0.26
H 3.92145 -0.65536 7.10468 0.37
H 4.87872 -1.24612 5.74181 0.26
H 5.40742 -1.59283 7.37464 0.40
C -3.93955 2.90656 3.45805 -0.65
N -3.80730 4.30154 3.07329 0.04
C -4.86542 4.61409 2.11172 -1.09
P -2.33382 5.18553 2.83386 0.95
O -2.93689 6.55798 3.16990 -0.81
N -1.35612 5.13577 4.27037 0.19
C -1.76765 4.42133 5.46334 -1.12
C -0.76543 6.41603 4.66471 -1.14
N -1.51722 3.71814 2.24692 0.15
C -0.09211 3.50033 2.55362 -0.79
C -1.61911 3.66176 0.76695 -0.45
H -3.67352 2.21422 2.64834 0.14
H -4.97573 2.69250 3.73858 0.37
H -3.35156 2.64706 4.33196 0.14
H -4.75434 4.03831 1.18351 0.32
H -4.86644 5.67287 1.85165 0.32
H -5.85173 4.39518 2.53201 0.35
H -2.77258 4.71217 5.79393 0.29
H -1.07626 4.60196 6.29119 0.41
H -1.72586 3.34149 5.30670 0.27
H -1.47393 7.04188 5.21763 0.34
H -0.42662 6.97434 3.78982 0.34
H 0.11461 6.25326 5.29472 0.35
H 0.51807 4.37418 2.31085 0.35
H 0.29335 2.64648 1.98760 0.15
H 0.06106 3.23924 3.59900 0.27
H -1.03613 4.45810 0.29442 0.33
H -2.65647 3.76683 0.43761 0.22
H -1.26878 2.69928 0.39080 -0.10
C -1.48080 2.62559 -6.27759 -0.94
N -0.32250 1.74902 -6.33523 0.41
C 0.72515 2.31847 -5.48830 -1.27
P 0.26495 0.87734 -7.71229 0.90
O 0.92740 -0.24476 -6.89674 -0.81
N -0.97456 -0.16069 -8.34785 0.23
C -2.30264 -0.22654 -7.76693 -1.04
C -0.53704 -1.51677 -8.68645 -1.10
N -0.28518 2.17165 -8.80387 -0.04
C -0.80384 1.82894 -10.13983 -0.91
C 0.83349 3.11815 -9.03789 -1.08
H -1.31763 3.58166 -6.79167 0.30
H -1.72296 2.85604 -5.23579 0.33
H -2.37954 2.17271 -6.68226 0.19
H 1.07125 3.29094 -5.86456 0.18
H 1.58873 1.65741 -5.42593 0.50
H 0.36327 2.45790 -4.46834 0.29
H -2.27284 -0.41933 -6.68728 0.19
H -2.89953 -1.01538 -8.23304 0.43
H -2.86258 0.68950 -7.96542 0.27
H -0.49989 -2.16754 -7.80637 0.30
H 0.45427 -1.50339 -9.14382 0.33
H -1.21541 -1.96592 -9.41818 0.36
H -0.13114 1.15988 -10.68241 0.33
H -0.94177 2.73414 -10.73932 0.36
H -1.79034 1.37316 -10.08553 0.26
H 1.63917 2.65236 -9.61334 0.37
H 1.25658 3.46857 -8.09320 0.26
H 0.48909 4.00730 -9.57192 0.40
```

Computed properties:
max |F|	7.84	eV/A
SMILES	O=P(O)(O)[C@]1(CCO)OS(=O)(=O)[C@H](Cl)[C@@H](Cl)[C@@H]1P(O)I.CN(C)P(=O)(N(C)C)N(C)C.CN(C)P(=O)(N(C)C)N(C)C.CN(C)P(=O)(N(C)C)N(C)C
total charge	0
energy	-5596.71413	Eh

Entry 3:
Entry from the OMol25 dataset: a structure of composition C36H96N7O15 in a non-equilibrium geometry (ωB97M-V/def2-TZVPD).

Structure (XYZ):
```
154
Properties=species:S:1:pos:R:3:mulliken_charge:R:1
N 2.45659 -15.50794 -4.26779 -1.83
O 2.53405 -15.35181 -5.45384 -0.73
O 2.28055 -16.60024 -3.70870 0.31
O 2.70198 -14.55500 -3.53938 -0.01
C 5.90269 -15.65779 -4.80970 -1.00
O 5.13845 -16.46575 -3.86202 -0.14
C 4.52489 -17.62390 -4.34425 0.31
C 3.68734 -18.44999 -3.29804 -0.88
N 3.07473 -17.56142 -2.31260 0.53
H 2.58633 -16.89529 -2.89383 -0.28
H 2.31939 -17.99258 -1.79911 0.55
C 3.91518 -16.80618 -1.21915 -0.79
C 3.04007 -15.82938 -0.35457 -0.01
O 3.81002 -15.03442 0.53902 -0.37
C 3.00221 -14.22633 1.41536 -1.48
H 5.25859 -14.99960 -5.39282 0.33
H 6.38334 -16.28798 -5.55800 0.73
H 6.66956 -15.02174 -4.36762 0.27
H 5.28389 -18.23709 -4.83006 0.95
H 3.80397 -17.44037 -5.14092 -0.30
H 4.38602 -19.13354 -2.81564 0.47
H 2.76000 -18.91055 -3.63868 0.52
H 4.76336 -16.31587 -1.69695 0.23
H 4.54057 -17.53529 -0.70400 0.72
H 2.29894 -16.41735 0.18684 1.46
H 2.37232 -15.17359 -0.91329 -0.74
H 2.77113 -14.76989 2.33146 0.42
H 2.15885 -13.68557 0.98590 0.81
H 3.59780 -13.34903 1.66777 0.39
C 2.48081 -16.21206 -7.07957 -0.46
O 2.18974 -15.36641 -8.09875 -0.46
C 3.14698 -15.18766 -9.09068 -0.61
C 3.00387 -13.89933 -9.92366 -0.62
N 1.50663 -13.64999 -10.30754 -0.12
H 1.46901 -13.16940 -11.19507 0.40
H 1.05156 -14.47180 -10.67854 0.41
C 0.59005 -12.95656 -9.25276 -0.36
C 1.14034 -11.51954 -9.00147 -0.99
O 2.23986 -11.53996 -8.07637 -0.25
C 2.94994 -10.34218 -7.81718 -0.93
H 2.51180 -17.27012 -7.33969 -0.34
H 1.64746 -16.09328 -6.38710 -1.08
H 3.38678 -15.94194 -6.53702 0.78
H 3.11918 -16.07975 -9.71639 0.38
H 4.14134 -15.18734 -8.64420 0.39
H 3.63150 -14.15586 -10.77710 0.62
H 3.39764 -13.00406 -9.44247 0.17
H 0.53025 -13.46273 -8.28927 0.44
H -0.36815 -12.90678 -9.76994 0.49
H 0.29570 -10.93376 -8.63875 0.46
H 1.47024 -11.09586 -9.95003 0.42
H 2.37385 -9.75930 -7.09852 0.26
H 3.07627 -9.69994 -8.68877 0.52
H 3.97351 -10.68299 -7.66143 0.22
C 1.24242 -18.33947 3.68243 -0.86
O 0.35504 -17.46333 2.95361 -0.32
C 0.33722 -16.17422 3.44122 -0.10
C -0.55773 -15.28502 2.63590 -0.78
N -0.17369 -15.24162 1.08626 0.17
H -0.78048 -14.62675 0.56297 0.40
H 0.78697 -14.93132 1.11694 -0.52
C -0.30615 -16.52220 0.30339 -1.32
C 0.00351 -16.32207 -1.19127 -0.03
O 0.85730 -15.33778 -1.58272 -0.34
C 0.89960 -15.04346 -2.96340 -0.93
H 2.31161 -18.13163 3.64085 0.34
H 1.05012 -19.28258 3.17090 0.29
H 0.90282 -18.54491 4.69760 0.36
H 1.33380 -15.75297 3.30895 0.03
H 0.08019 -16.25563 4.49735 0.57
H -0.56430 -14.27237 3.03913 0.45
H -1.59258 -15.58346 2.80362 0.41
H -1.29851 -16.97286 0.31841 0.59
H 0.31378 -17.32603 0.70042 0.37
H -0.94661 -16.25738 -1.72152 0.70
H 0.34920 -17.25883 -1.62838 -0.05
H 1.16016 -15.85999 -3.63682 0.65
H 1.64024 -14.25247 -2.84566 0.12
H -0.03877 -14.64902 -3.35326 1.17
C -0.68120 -13.74818 -5.46420 -0.87
O 0.70514 -13.38170 -5.23712 -0.26
C 1.41444 -13.58217 -6.44353 -0.57
C 2.87199 -13.15207 -6.62869 -0.01
N 3.68003 -13.59973 -5.25812 0.84
H 4.67461 -13.62572 -5.43200 1.53
H 3.34777 -14.52573 -5.02956 0.14
C 3.32527 -12.77511 -4.02090 -0.31
C 3.68296 -11.28556 -4.08654 -2.21
O 4.96202 -11.04043 -4.41287 -0.02
C 5.12379 -9.60534 -4.20538 -1.35
H -1.20047 -13.23514 -6.27368 0.38
H -1.29570 -13.61189 -4.57430 0.61
H -0.83219 -14.80818 -5.66837 -0.09
H 0.74197 -13.32029 -7.26042 0.47
H 1.37321 -14.67138 -6.44693 0.69
H 2.97615 -12.06888 -6.56585 0.49
H 3.39399 -13.69901 -7.41384 0.06
H 4.04638 -13.21408 -3.33140 -1.73
H 2.39445 -13.16845 -3.61229 0.35
H 3.41492 -10.91264 -3.09802 0.77
H 2.97040 -10.63479 -4.59336 1.29
H 6.17927 -9.34404 -4.28136 0.29
H 4.67380 -9.21746 -3.29151 0.48
H 4.73312 -9.04625 -5.05562 0.36
C 3.69259 -18.99852 -10.33502 -0.76
O 2.52416 -19.28708 -9.55453 -0.32
C 2.59274 -20.44054 -8.73325 -0.54
C 1.29809 -20.65259 -7.93666 -0.64
N 0.85527 -19.36766 -7.15069 0.13
H 0.50511 -18.74201 -7.86205 0.56
H 0.06203 -19.51250 -6.54249 0.40
C 1.94913 -18.61692 -6.52100 -1.23
C 1.39175 -17.55238 -5.52625 -0.33
O 0.72427 -16.56631 -6.32080 -0.43
C -0.26024 -15.77484 -5.59783 -0.04
H 4.44389 -19.78501 -10.40639 0.39
H 4.22913 -18.25145 -9.75013 0.20
H 3.61488 -18.59181 -11.34332 0.33
H 3.45788 -20.48315 -8.07159 0.29
H 2.74352 -21.18468 -9.51533 0.63
H 1.33952 -21.45801 -7.20340 0.37
H 0.48678 -20.82407 -8.64410 0.44
H 2.61356 -18.22370 -7.29042 -0.09
H 2.42390 -19.22753 -5.75298 0.86
H 2.13203 -17.04730 -4.90578 0.02
H 0.76531 -18.04225 -4.78080 1.21
H -0.72508 -15.02656 -6.23979 0.52
H 0.33389 -15.42651 -4.75298 -0.89
H -1.09538 -16.25301 -5.08598 0.35
C 2.70672 -13.07069 -1.33664 -0.27
O 4.06562 -12.92644 -1.65185 -0.62
C 4.68952 -14.22488 -1.90394 -0.58
C 6.07276 -14.04227 -2.45528 -2.84
N 6.03565 -12.96963 -3.56052 -0.29
H 5.76259 -13.45184 -4.40492 -0.36
H 5.27949 -12.35152 -3.30312 1.03
C 7.37769 -12.30237 -3.80792 -0.96
C 7.61787 -11.26173 -2.69673 -0.99
O 6.41394 -10.58588 -2.32625 -0.05
C 6.52526 -9.62321 -1.36243 -0.90
H 2.52381 -13.05149 -0.26227 -0.09
H 2.28716 -13.85650 -1.96479 -0.22
H 2.24173 -12.14396 -1.67287 0.51
H 4.12035 -14.85995 -2.58279 0.55
H 4.85112 -14.71991 -0.94638 2.27
H 6.50324 -14.92050 -2.93642 0.76
H 6.59445 -13.56779 -1.62414 0.75
H 7.25166 -11.85478 -4.79376 0.56
H 8.09682 -13.10809 -3.95546 0.42
H 8.38040 -10.63841 -3.16376 0.58
H 8.09469 -11.66576 -1.80371 0.57
H 7.40952 -9.04569 -1.63197 0.27
H 6.61434 -10.26322 -0.48462 0.27
H 5.55355 -9.15126 -1.21702 0.35
```

Computed properties:
max |F|	16.88	eV/A
total charge	+5
energy	-2936.93400	Eh

Entry 4:
Entry from the OMol25 dataset: a cluster of 2 separate species, C5H13NO2 in total in a non-equilibrium geometry (ωB97M-V/def2-TZVPD).

Structure (XYZ):
```
21
Properties=species:S:1:pos:R:3:mulliken_charge:R:1
C 2.37114 -0.23981 -0.42386 -1.54
C 1.39920 -0.59385 0.70293 0.71
C 1.36970 -2.08856 1.01631 -1.58
C -0.00169 -0.13770 0.31813 -1.09
N -0.22518 1.29658 0.59604 -0.11
C -0.58711 2.13193 -0.40702 0.00
O -0.94807 1.74107 -1.50701 -0.55
H 2.35770 0.83720 -0.56316 0.34
H 3.38940 -0.49143 -0.10708 0.43
H 2.14812 -0.81807 -1.30673 0.37
H 1.78852 -0.09660 1.59018 0.23
H 0.68280 -2.65419 0.40944 0.36
H 1.09476 -2.29560 2.04095 0.36
H 2.33970 -2.52764 0.80586 0.39
H -0.80162 -0.66315 0.84420 0.47
H -0.23741 -0.34609 -0.71633 0.46
H 0.35486 1.62201 1.36101 0.28
H -0.60742 3.20013 -0.19826 0.40
O -3.20542 -1.38890 -0.36661 -0.65
H -2.43417 -0.82094 -0.49845 0.38
H -3.53140 -1.38764 -1.27623 0.31
```

Computed properties:
max |F|	1.45	eV/A
SMILES	CC(C)CNC=O.O
total charge	0
energy	-403.54596	Eh

Entry 5:
Entry from the OMol25 dataset: a structure of composition H10KO5 in a non-equilibrium geometry (ωB97M-V/def2-TZVPD).

Structure (XYZ):
```
16
Properties=species:S:1:pos:R:3:mulliken_charge:R:1
K -0.01213 0.31730 2.99643 0.92
O -0.95450 -2.64554 -0.67354 -0.09
H -1.11641 0.62285 -0.05307 0.18
H 0.30365 -1.24214 -3.30420 0.25
O 1.78392 1.19674 0.82462 -0.46
H 2.62555 0.36942 -4.00252 0.10
H -1.61555 3.46448 -1.26165 0.21
O -1.71153 -1.02621 1.55169 -0.50
H 4.56372 2.29104 -2.00547 0.19
H -3.46713 -0.08648 0.11812 0.15
O 0.41568 -2.95409 1.34427 -0.43
H 0.21474 -3.06975 2.28493 0.20
H 0.07044 1.79919 0.34204 -0.09
O -0.16000 3.34790 2.62733 -0.07
H -1.58314 -3.75718 2.16932 0.32
H 0.64269 1.37247 -2.95831 0.12
```

Computed properties:
max |F|	2.86	eV/A
total charge	+1
energy	-979.71977	Eh